No. 1
The following is a DFT calculation (the ωB97M-V functional and the def2-TZVPD basis) of a structure of composition C28H30Cl2N9O3Pb.

Values from the calculation:
* energy above the lowest of the compared OMol25 structures with the same formula, charge and spin: 0.0 kJ/mol
* DFT total energy: -2916.56903 a.u.
* max |F|: 3.31 eV/A

```
! wB97M-V def2-TZVPD RIJCOSX def2/J DEFGRID3
* xyz 1 1
N -14.55443 1.07684 -6.42601
C -17.35690 3.97066 -13.95968
C -20.01895 6.91277 -5.71373
C -17.90261 5.05976 -11.40151
N -18.10681 5.58413 -10.15879
H -16.02408 8.02332 -10.36730
H -19.95090 -1.66938 -7.74373
N -19.01285 5.73729 -7.52401
H -13.79387 1.49759 -2.69785
N -17.47273 2.88693 -10.39340
H -14.08290 0.28252 -6.00969
C -17.33218 3.16364 -12.80340
H -12.39672 1.65476 -3.72223
C -20.10767 7.80408 -7.93531
H -16.59094 8.17472 -7.93714
H -13.90152 5.71434 -7.57584
Pb -17.06203 4.26553 -8.38463
C -18.33629 1.17701 -6.78509
C -20.44023 7.91099 -6.61083
C -14.29740 3.85113 -4.20426
H -13.50461 5.64670 -9.30246
N -13.42779 8.79077 -8.64055
C -18.13750 1.68599 -10.41134
C -19.05440 -0.13438 -8.99352
H -13.13299 8.44469 -10.70163
O -15.50634 5.53527 -5.56142
H -13.62039 0.48475 -4.12628
H -19.10466 4.88398 -5.67486
C -13.96375 8.68508 -10.03975
C -17.54473 3.66566 -11.50264
H -15.63860 7.23300 -6.81325
H -19.18719 -0.45713 -5.63023
C -17.74060 5.31853 -13.84228
C -18.12722 5.78244 -12.57778
C -15.07518 4.39147 -5.46794
C -15.04646 7.59142 -10.07526
Cl -17.55140 6.44466 -15.11596
H -20.08563 6.99585 -4.62374
C -15.55947 7.78082 -7.78214
H -18.03947 1.77711 -5.89542
H -15.01241 0.99283 -7.34640
O -19.52735 7.36029 -10.66018
H -14.18881 9.16735 -6.71258
C -18.32336 1.06166 -9.03726
C -12.82091 7.44397 -8.29612
C -13.83380 6.32805 -8.46176
H -11.96649 7.29678 -8.96257
C -14.63815 2.25434 -5.80437
C -14.59825 9.00210 -7.71826
H -14.72388 6.89466 -10.87858
C -19.04136 -0.01936 -6.59949
C -19.37584 -0.72279 -7.79040
Cl -17.07619 3.18802 -15.45112
N -17.96362 1.71203 -7.95789
H -15.13345 9.94570 -7.99820
O -18.49848 1.03739 -11.39417
H -12.45191 7.50598 -7.25432
H -13.28308 4.28158 -4.13949
H -21.00547 8.79337 -6.26424
H -14.90235 4.03823 -3.28289
H -19.30278 -0.60033 -9.97131
H -17.03002 2.13502 -12.88579
H -18.56593 6.77741 -12.47478
H -14.33715 9.64971 -10.35220
C -13.45190 1.47619 -3.73440
N -15.17889 6.87367 -8.82727
C -18.98803 6.56474 -9.88009
H -20.47000 8.43943 -8.75279
C -19.36101 6.72268 -8.37916
N -14.19927 2.44627 -4.53337
C -19.38623 5.77778 -6.26472
N -15.16986 3.37209 -6.40811
H -12.70508 9.53289 -8.50292
*
```

No. 2
The following is a DFT calculation (the ωB97M-V functional and the def2-TZVPD basis) of a cluster of 5 separate species, C28H30F6N3O2S in total.

Values from the calculation:
* DFT total energy: -2396.80505 a.u.
* max |F|: 1.79 eV/A

```
! wB97M-V def2-TZVPD RIJCOSX def2/J DEFGRID3
* xyz 1 1
C 3.35161 -0.31562 3.65296
H 3.31869 -2.33467 2.82765
H 4.24460 2.56307 -1.30745
C 7.56958 -4.35071 -2.11764
O 2.82478 1.04793 0.80486
H 8.98597 -2.78560 -1.79559
F 8.52854 -5.25981 -2.35657
F 4.19306 -0.88125 0.78954
N -0.25438 -1.63270 2.52014
C 3.83697 4.06346 -2.76849
C -4.27385 0.57160 0.16068
C 5.26128 -3.80454 -1.92124
C 2.55715 2.06565 -2.56415
S 2.78337 -0.34801 0.54531
H 0.94861 1.84890 -3.96762
H 3.02873 1.37811 4.86204
H 6.00425 -5.77331 -2.40768
H 1.40475 4.00317 -5.08797
F -2.64990 0.21571 1.84703
H -7.89643 -2.60178 -1.59951
C -3.31560 2.43695 1.37061
N 1.91374 -1.21271 1.71857
C 5.60674 -2.49263 -1.62839
N 0.17253 0.28930 1.28508
F 4.85168 4.83958 -2.34554
C 6.94302 -2.11716 -1.58677
H -2.64239 2.79507 2.13960
H -0.78391 0.52850 1.55349
H -8.53127 1.43949 -0.38985
H 4.10036 0.15564 3.01904
C 0.60616 -0.79791 1.85624
F 4.04535 -0.91044 4.70377
F -7.56268 -0.11401 -2.21355
C -4.95778 2.82308 -0.34361
C -4.09209 3.31233 0.62391
C -3.42805 1.08907 1.11393
C -8.89472 -2.34305 0.29858
H -0.35529 -1.56762 3.51744
H -9.65076 0.64987 1.68507
C -9.38797 -1.42699 1.21735
H 7.21419 -1.09303 -1.36692
C 7.93845 -3.05174 -1.82832
H -5.56395 3.50765 -0.92036
H 4.22030 -4.09766 -1.95793
C -8.64345 0.38345 -0.18311
H 0.78702 1.10256 1.30869
C -5.04995 1.45647 -0.57329
C 6.24763 -4.74664 -2.17115
H 3.27319 5.44212 -4.29752
C 1.76348 2.47363 -3.62741
H 1.90599 -1.86683 3.71153
H -4.01955 4.37608 0.80201
H -5.72752 1.07647 -1.32446
H -8.99053 -3.40382 0.48588
C 2.42539 0.73173 4.22947
O 2.35650 -0.81128 -0.71557
C 3.60723 2.86211 -2.12916
H -9.87116 -1.77341 2.12049
H 4.84008 -1.75516 -1.44357
H -0.83801 -2.28377 2.02320
H -4.32527 -0.49655 -0.00364
C 2.64532 -1.50166 3.00397
H 1.64502 0.28006 4.83851
C 2.01846 3.68481 -4.25651
C -8.27999 -1.90561 -0.86573
C 3.06022 4.49280 -3.82559
H 2.02569 1.36024 3.43538
C -8.16606 -0.54791 -1.08230
H 2.35970 1.12543 -2.07173
C -9.26285 -0.06649 0.97389
*
```

No. 3
The following is a DFT calculation (the ωB97M-V functional and the def2-TZVPD basis) of a structure of composition C28H30F6N6O4S3SiTa.

Values from the calculation:
* energy above the lowest of the compared OMol25 structures with the same formula, charge and spin: 96.9 kJ/mol
* DFT total energy: -3853.98357 a.u.
* max |F|: 0.77 eV/A

```
! wB97M-V def2-TZVPD RIJCOSX def2/J DEFGRID3
* xyz 3 1
H 1.33758 1.71651 -6.25620
Si 0.75555 2.96773 -4.18546
N 1.58276 -1.28552 1.30527
C -1.53094 -4.31909 -1.35725
C 0.44749 2.20329 -5.85239
H 0.18653 -3.90731 1.67962
C 2.18196 4.15990 -4.17922
H 1.92813 5.02986 -4.78924
C 2.81049 -0.68855 1.28264
O 2.71276 0.99793 4.56178
C -0.46793 -2.05636 -2.41199
O -0.97263 1.14297 1.83528
H 2.40932 4.52139 -3.17456
C 1.35250 1.49352 -3.07344
H -1.83301 -4.07537 1.29663
H -1.01500 4.62242 -4.07905
H -0.47252 -3.04195 -4.29306
C -5.08646 0.17843 1.60170
C -3.46587 0.22709 -0.14658
S 0.26889 1.98571 2.02067
H -1.39088 -5.17011 -3.32679
C 0.44263 1.45285 5.92638
C -1.21857 -4.30092 -2.70589
F 0.62763 0.47135 6.78507
C -4.73731 0.51267 0.30171
N 1.22986 -0.10814 -1.25942
H -5.43931 0.99088 -0.36636
C 0.10516 -2.96590 2.22518
H -0.07209 -1.14720 -2.82971
C 2.37027 -0.70356 -1.64966
H 4.49592 -2.49465 3.57471
C -1.87520 -1.53314 2.62755
C 0.72062 0.90827 -1.99143
F 0.94162 2.57860 6.37006
C 3.68728 -2.15936 2.93874
H 2.25477 -3.58698 3.66644
C -0.70173 -3.13008 -3.24058
H -1.28154 -0.91302 3.29914
S -0.91300 1.18756 -1.39087
C -2.90565 -0.74620 1.86861
C 1.43212 -2.30249 2.17652
H -2.83914 -2.75414 0.75419
H -0.35908 1.46772 -5.81886
H -2.35190 -2.31980 3.21726
F -0.84979 1.58594 5.65325
Ta -0.24234 -0.34290 0.36585
F -1.01321 4.21986 2.28025
C -1.29892 -3.19312 -0.59248
N -0.72747 -2.07182 -1.08446
N -0.98060 -2.15274 1.60107
H 4.80012 -0.56157 1.99749
C -0.07461 3.75750 1.49538
H -1.97291 -5.19241 -0.89608
H 3.09336 3.73360 -4.60223
C 3.06584 -0.22445 -2.73424
H -3.19094 0.46478 -1.16328
H 3.97925 -0.71155 -3.04518
N 0.83617 2.21019 3.38662
H 0.15380 2.97485 -6.56745
H -4.39564 -0.81446 3.38905
C 2.57219 0.88931 -3.40993
C -4.15264 -0.48567 2.38716
O 0.66910 -0.24284 3.88460
C -0.78823 3.73696 -3.47892
H -0.16739 -3.21233 3.25249
N -2.53528 -0.37233 0.61975
H 2.70361 -1.56730 -1.09258
C 2.44983 -2.76719 2.98793
H 3.14232 1.27664 -4.24721
O 1.11199 1.31954 0.97461
H 2.93480 0.15162 0.62355
S 1.31267 0.96184 4.36166
H -0.66962 4.07730 -2.44897
C 3.86022 -1.09088 2.06298
H -6.07260 0.40189 1.98667
C -1.81032 -3.10542 0.80040
F -0.47626 3.73428 0.24004
H -1.65974 3.08347 -3.54179
F 1.04117 4.42255 1.61684
*
```

No. 4
The following is a DFT calculation (the ωB97M-V functional and the def2-TZVPD basis) of a structure of composition C28H30GaGeNO2SSb.

Values from the calculation:
* energy above the lowest of the compared OMol25 structures with the same formula, charge and spin: 0.0 kJ/mol
* DFT total energy: -5930.21879 a.u.
* max |F|: 0.30 eV/A

```
! wB97M-V def2-TZVPD RIJCOSX def2/J DEFGRID3
* xyz 1 1
Ga 1.31626 1.12322 -0.33945
H -5.97473 -0.67794 2.79905
H 3.35856 -1.66015 -4.16686
H 2.20810 -3.30914 3.12005
C -0.71838 -0.78416 3.24950
H 3.76459 0.91655 0.03991
H -2.02482 -6.10788 0.00590
H 1.61041 -2.20517 5.24327
H 1.48435 6.07420 -1.98083
H 6.11331 -0.44672 -1.68771
H -2.89689 1.76749 -0.20574
C 3.16355 -1.58458 -3.09881
H -2.60287 -1.82534 -2.39919
H -1.51811 -0.05459 3.28563
H 3.69554 -2.39288 -2.59902
C 0.86643 5.86261 0.07574
C 0.75269 3.60475 0.81562
C -3.56995 1.23449 0.45571
H -0.24813 -0.58715 5.32680
C 0.59788 4.95203 1.08516
H -2.97479 -6.07852 -2.27135
H 0.75684 6.92342 0.25200
H 1.71927 3.62248 -2.31363
H 0.94730 -2.80364 1.06484
C -1.78363 -3.98340 0.09962
H 3.43715 2.54320 -3.24310
C 0.00178 -1.07868 4.39714
H 3.01692 -0.66890 -0.12851
H -3.27145 -3.93877 -3.46425
H 2.09436 -1.72300 -2.93768
N 1.15565 3.16186 -0.38255
H 1.91283 1.63436 -3.41100
C -2.85315 -3.94970 -2.46765
H 6.12827 0.12617 -3.35480
H 0.27179 5.24574 2.07161
C 1.27198 5.39666 -1.16749
Sb -1.46502 -0.96678 0.34204
H -6.56322 1.57789 1.99016
C 0.67597 -2.32198 1.99882
C 0.44559 2.53394 1.85596
H -5.03204 2.79936 0.49339
O -0.00394 2.84435 2.92965
Ge 3.75210 0.14596 -2.41241
C -3.24539 -0.03394 0.91605
C 3.07004 0.33223 -0.56967
C -2.48240 -2.76069 -1.86294
H -1.37830 -4.00435 1.10500
C -1.94645 -2.78240 -0.57914
C -4.10540 -0.72813 1.76095
C 1.04859 -1.98502 4.34661
H 3.20863 1.41673 -4.57535
C 2.99967 1.58321 -3.52015
H 5.99723 1.28134 -2.02824
C -0.37864 -1.41826 2.06074
O 0.68903 1.32228 1.44375
C 1.40656 4.03445 -1.36150
C 5.69697 0.29207 -2.37050
C -2.68616 -5.15206 -1.79519
C -5.30044 -0.14399 2.14538
H -3.85546 -1.71947 2.11872
C 1.38831 -2.60588 3.15256
C -4.76988 1.81212 0.84713
C -2.15322 -5.17083 -0.51597
S -0.59213 0.36447 -1.37209
C -5.62946 1.12446 1.68828
*
```